Record 1
The following is a DFT calculation (wB97M-V/def2-TZVPD) of a 4-piece molecular cluster, C22H50FNO11S4 overall in a non-equilibrium geometry.

XYZ file:
```
89
Properties=species:S:1:pos:R:3:lowdin_charge:R:1
C 2.40876 0.95499 0.23025 -0.0761
C 2.38842 -0.26365 -0.72986 -0.2385
O 1.42805 -0.02177 -1.75952 -0.0650
C 0.98853 -1.21902 -2.34353 -0.3531
C 2.01983 -1.61811 -3.44119 -0.0696
O 3.06455 -2.44865 -2.91335 0.0019
C 2.62721 -3.69391 -2.61164 -0.5517
C 3.16680 -4.34786 -1.34886 0.0276
O 1.82695 -4.27291 -3.26337 0.1157
O -0.23578 -0.89790 -2.95531 -0.0702
C -0.98849 -2.04474 -3.31089 -0.1490
C -2.42480 -1.99895 -2.70678 -0.1318
O -2.68340 -0.82627 -1.93773 -0.0468
C -3.48916 0.08554 -2.58042 -0.6619
N -2.91432 0.31370 -3.91161 0.1332
O -4.77794 -0.28873 -2.80019 -0.0124
C -5.52484 -0.60718 -1.60659 -0.1222
C -5.41312 -2.08589 -1.12436 -0.3066
C -4.66174 -2.06474 0.24975 -0.0422
C -6.86064 -2.67010 -0.98126 -0.1546
C -6.95911 -4.00828 -0.19839 -0.3929
C -7.20605 -3.76817 1.32553 -0.0825
C -5.80887 -5.00710 -0.46827 -0.0726
S -3.38217 1.74297 -1.70238 0.7127
O -3.40635 1.57558 -0.29171 -0.2550
O -4.41277 2.60595 -2.15833 -0.2365
F -1.93932 2.31753 -2.05033 -0.1428
H 3.35018 0.93398 0.78528 0.0631
H 2.26403 1.89324 -0.30612 0.0708
H 1.60896 0.77074 0.95882 0.0806
H 2.13524 -1.14207 -0.11435 0.1195
H 3.39597 -0.40866 -1.14856 0.1187
H 0.85315 -2.01703 -1.58964 0.1637
H 1.53811 -2.05559 -4.32581 0.1292
H 2.50228 -0.69824 -3.79085 0.1443
H 3.00307 -5.42682 -1.38361 0.0850
H 4.24596 -4.09590 -1.27911 0.0631
H 2.65955 -3.98139 -0.44705 0.0909
H -1.09777 -2.12107 -4.40596 0.1304
H -0.47074 -2.96599 -3.00794 0.1179
H -2.49852 -2.84206 -1.99988 0.1278
H -3.19314 -2.20118 -3.45954 0.1283
H -1.93016 0.57013 -3.81433 0.0907
H -3.36827 1.16557 -4.25340 0.0985
H -6.57919 -0.43551 -1.86536 0.1282
H -5.31751 0.04793 -0.75138 0.1186
H -4.91012 -2.71321 -1.86625 0.1077
H -3.95462 -1.22648 0.26063 0.0683
H -5.41477 -1.80889 1.00688 0.0815
H -4.14142 -3.00147 0.46600 0.0755
H -7.51902 -1.88558 -0.58149 0.1106
H -7.18897 -2.85266 -2.02014 0.1209
H -7.88175 -4.49729 -0.55209 0.1193
H -6.23967 -3.73021 1.84282 0.0616
H -7.81392 -4.57261 1.75734 0.0738
H -7.71895 -2.80801 1.46432 0.0723
H -5.15172 -4.73027 -1.30122 0.0678
H -6.17325 -6.02140 -0.67905 0.0746
H -5.17307 -5.09483 0.42538 0.0695
C 8.19436 -3.85688 -1.41789 -0.2726
S 7.51406 -3.10430 0.06855 0.8125
O 6.03280 -3.13854 -0.05727 -0.5568
C 8.04172 -1.42586 -0.30905 -0.2704
H 7.94222 -4.91584 -1.40849 0.0494
H 7.76232 -3.38723 -2.30223 0.0581
H 9.27867 -3.74247 -1.42004 0.0519
H 7.61855 -1.11115 -1.26342 0.0583
H 9.13074 -1.38677 -0.34555 0.0520
H 7.68143 -0.77136 0.48257 0.0508
C 3.28294 5.11969 3.59693 -0.2704
S 2.57444 4.40486 2.10659 0.8240
O 3.25112 3.10155 1.87248 -0.5533
C 3.29663 5.59535 0.96365 -0.2723
H 2.99052 4.50597 4.44635 0.0479
H 4.37102 5.13754 3.51915 0.0594
H 2.89863 6.12979 3.73594 0.0316
H 4.38347 5.58107 1.05237 0.0558
H 2.91142 6.59127 1.18440 0.0488
H 3.00998 5.31194 -0.04767 0.0476
C 1.70953 7.95634 8.24463 -0.2728
S 0.99455 7.24476 6.75451 0.8087
O 1.66966 5.94123 6.51649 -0.5532
C 1.71408 8.43829 5.61374 -0.2783
H 1.41724 7.33676 9.09036 0.0500
H 2.79680 7.97246 8.16323 0.0580
H 1.32551 8.96711 8.38551 0.0523
H 2.80135 8.42383 5.69987 0.0581
H 1.32987 9.43355 5.83788 0.0523
H 1.42427 8.15760 4.60242 0.0425
```

LUMO	0.02014	hartree
highest occupied orbital energy	-8.73	eV
M	651.90	g mol⁻¹



Record 2
The following is a DFT calculation (wB97M-V/def2-TZVPD) of a 3-piece molecular cluster, C22H50FNO12P2S overall in a non-equilibrium geometry.

XYZ file:
```
89
Properties=species:S:1:pos:R:3:lowdin_charge:R:1
N 7.16799 0.51113 3.23054 -0.0250
C 5.79719 0.29316 2.72112 -0.2885
C 5.20014 1.59674 2.12514 -0.1873
C 4.60154 2.53070 3.21324 -0.2043
C 3.09437 2.33203 3.46445 -0.1818
C 2.20152 2.75889 2.24630 -0.0674
C 1.09951 1.69173 2.06088 -0.4577
O 1.36242 0.70612 1.46602 0.1350
O -0.13549 2.00350 2.58219 0.0131
C -0.75090 0.92676 3.31140 -0.3179
C -0.80513 1.33384 4.82001 -0.0832
C 0.26131 0.53957 5.63413 -0.1764
F -0.39126 -0.60036 6.12429 -0.0643
C -2.18090 0.72653 2.72337 -0.1630
S -2.34278 -0.71294 1.61999 0.6814
O -1.06330 -1.24990 1.24728 -0.3269
O -3.15046 -0.37754 0.47184 -0.3597
H 7.50398 -0.38761 3.57287 0.0605
H 7.79004 0.76412 2.46578 0.0615
H 5.18554 -0.07977 3.56420 0.1098
H 5.84824 -0.50438 1.94817 0.0994
H 6.06925 2.13512 1.69832 0.1093
H 4.49563 1.34907 1.31280 0.0896
H 4.85239 3.58148 2.97857 0.1141
H 5.12912 2.30826 4.16284 0.1109
H 2.83090 1.32320 3.82986 0.1027
H 2.82110 3.01715 4.29319 0.1105
H 1.67706 3.69915 2.49906 0.1166
H 2.76948 2.87953 1.31432 0.1193
H -0.18803 -0.01794 3.25287 0.1360
H -0.64018 2.41241 4.97582 0.1279
H -1.77560 1.03151 5.24522 0.1139
H 1.10046 0.21401 4.99638 0.1092
H 0.68445 1.13750 6.45584 0.1191
H -2.97956 0.69508 3.48200 0.1059
H -2.38973 1.59987 2.07799 0.1207
H -3.03685 -1.65137 2.35714 0.0813
O -7.89120 -3.82604 -2.60982 -0.2408
P -8.10774 -2.74185 -1.59626 0.6245
O -8.68054 -3.62869 -0.31859 -0.2163
C -8.10136 -4.88235 0.02123 -0.2914
C -6.88713 -4.73847 0.92049 -0.0781
O -9.50805 -2.10807 -2.16110 -0.2149
C -9.99419 -2.43047 -3.46155 -0.2940
C -10.91152 -3.63661 -3.41929 -0.0765
O -7.98185 -1.36498 -0.69225 -0.1844
C -7.35770 -1.29784 0.58024 -0.2753
C -5.84505 -1.25699 0.47978 -0.0938
H -7.84118 -5.46011 -0.86651 0.1054
H -8.87156 -5.44748 0.55142 0.1189
H -6.10746 -4.15010 0.43013 0.0624
H -6.47328 -5.71747 1.16719 0.0799
H -7.14599 -4.23584 1.85429 0.0746
H -9.17024 -2.57641 -4.15971 0.1034
H -10.55436 -1.56174 -3.81587 0.1149
H -10.45003 -4.47890 -2.90268 0.0705
H -11.18044 -3.95033 -4.42926 0.0762
H -11.82665 -3.39720 -2.87363 0.0754
H -7.70616 -2.09426 1.23667 0.0968
H -7.70534 -0.36914 1.04014 0.1270
H -5.46301 -2.06551 -0.14836 0.0735
H -5.39190 -1.32939 1.46882 0.0648
H -5.51763 -0.32408 0.02610 0.0715
O 5.69131 1.78639 -1.66622 -0.2473
P 5.80598 1.04596 -2.96783 0.6234
O 4.84682 1.98517 -3.93898 -0.2138
C 4.89360 3.40446 -3.86489 -0.2916
C 5.99856 3.99666 -4.72039 -0.0777
O 4.79075 -0.20006 -2.67248 -0.2098
C 4.32640 -0.47857 -1.35100 -0.2814
C 3.02915 0.24761 -1.05811 -0.0715
O 6.35778 0.14609 -4.24226 -0.1883
C 6.85776 0.69308 -5.45155 -0.2836
C 8.28163 1.19403 -5.31276 -0.0779
H 4.99284 3.75129 -2.83546 0.1038
H 3.92936 3.76683 -4.22871 0.1197
H 6.97716 3.62903 -4.40114 0.0613
H 6.00091 5.08523 -4.64615 0.0799
H 5.86932 3.73010 -5.77081 0.0757
H 5.09485 -0.24333 -0.61332 0.0868
H 4.15776 -1.55647 -1.29348 0.1185
H 3.10006 1.31454 -1.28116 0.0764
H 2.75103 0.12785 -0.01639 0.0430
H 2.22471 -0.14884 -1.68094 0.0855
H 6.19020 1.45583 -5.84917 0.0975
H 6.84018 -0.11960 -6.18184 0.1273
H 8.38851 1.86464 -4.45632 0.0636
H 8.59680 1.71768 -6.21663 0.0833
H 8.96470 0.35840 -5.14902 0.0787
```

LUMO	-0.00660	hartree
highest occupied orbital energy	-9.27	eV
M	633.65	g mol⁻¹
structure (SMILES)	NCCCCCC(=O)O[C@@H](CCF)C[SH](=O)=O.CCOP(=O)(OCC)OCC.CCOP(=O)(OCC)OCC



highest occupied orbital energy of number 2 (C22H50FNO12P2S)? -9.27 eV



Which formula does entry 2 have? C22H50FNO12P2S



Which formula does entry 1 have? C22H50FNO11S4